Entry 1:
Below is a 9-piece molecular cluster, C33H71B2BrCl16N4O5P overall, with properties calculated with ωB97M-V with the def2-TZVPD basis set.

Geometry (Å):
Br: 0.1563 2.5030 -1.3656
Cl: 1.0036 0.8282 -4.1304
Cl: -1.6945 10.7737 -4.4590
Cl: -0.7545 5.7038 -3.2743
Cl: 5.3017 -7.0352 2.7782
Cl: 1.8738 -4.5347 3.4332
Cl: 2.4044 -7.1310 -4.5413
Cl: -1.0298 2.5179 -6.1617
Cl: -4.1670 1.3052 -6.5280
Cl: 1.4851 -4.8665 -6.9067
Cl: 2.1988 -2.2514 -3.2602
Cl: 0.7972 6.9752 -5.9795
Cl: -2.1490 -5.6544 2.2105
Cl: 5.9970 -4.2775 4.6358
Cl: 0.0100 13.1039 -6.2615
Cl: -0.0545 -5.5411 6.1001
Cl: -0.1877 -5.4351 -0.5136
P: -0.9880 3.1758 0.3724
O: -0.2578 2.0431 5.3998
O: 0.1107 4.0221 1.2281
O: -0.8792 -1.0627 -1.3123
O: -1.3454 -3.2415 3.9058
O: -0.1038 -2.2338 5.6792
N: 2.7257 3.2127 0.4859
N: -1.0213 1.5869 1.4190
N: -2.0298 0.7853 0.7372
N: -2.4405 -0.3273 3.5269
C: 1.4001 -6.3494 5.4430
C: -2.1662 -6.7692 0.8178
C: 0.5463 -0.3394 0.4421
C: -2.4791 3.4576 -6.6179
C: -0.2896 10.4872 -5.5218
C: -3.4265 1.2544 0.7736
C: -4.3356 0.1924 0.1041
C: 6.9727 -4.9319 3.2925
C: 1.5819 6.1436 -4.6093
C: -2.5768 2.8287 3.3002
C: -0.7857 -6.9441 0.2356
C: -1.7857 0.2662 6.4259
C: -1.3249 0.5884 3.6435
C: 6.1149 -5.5491 2.2183
C: 0.6828 11.6385 -5.5034
C: -1.3847 1.9475 2.8571
C: 0.2470 0.6447 1.6098
C: 0.8358 -1.8900 -4.3598
C: -0.1999 -1.5675 -0.1290
C: -3.2270 3.9449 2.4654
C: 0.0201 0.0566 3.0728
C: 1.5872 1.4494 1.7775
C: 3.4949 -6.1372 -5.5421
C: 2.9097 -4.7791 -5.8308
C: 0.7108 5.0437 -4.0596
C: 2.4286 -5.3861 4.9091
C: -3.7178 2.9280 -5.9422
C: -5.5461 -0.1502 0.9827
C: 2.4720 1.9811 0.6397
C: 3.2182 0.9938 -0.2517
C: -1.1059 -2.4382 0.7312
C: 0.4942 -1.3850 3.3691
C: 1.0597 -0.6340 -5.1558
B: -0.3854 -2.3248 4.3295
B: -1.1094 0.9669 5.2008
H: 1.5499 -0.7026 0.7008
H: 1.8034 6.8916 -3.8521
H: 0.9703 11.8955 -4.4870
H: -2.8540 -6.3600 0.0822
H: 1.4365 2.2796 2.4818
H: 3.4775 0.0730 0.2880
H: -0.3254 4.7624 1.6690
H: 2.0176 -0.6394 -5.6689
H: 5.3436 -4.8614 1.8799
H: 7.5385 -4.1007 2.8760
H: 0.7425 -2.7329 -5.0441
H: 3.6979 -6.6872 -6.4574
H: 2.5154 5.7232 -4.9787
H: -2.1877 3.3234 4.2027
H: 1.2620 4.4857 -3.3040
H: -2.0261 -2.6885 0.1875
H: -2.3047 4.4856 -6.3035
H: -3.7426 -0.7078 -0.0652
H: -3.7362 1.4007 1.8088
H: -6.0818 0.7638 1.2770
H: -2.5634 -0.4598 6.1755
H: -3.3722 2.1617 3.6649
H: 3.6497 -4.1600 -6.3356
H: 0.6836 -1.9502 2.4451
H: -4.6785 0.5719 -0.8673
H: -2.5668 3.4251 -7.7006
H: 4.1466 1.4716 -0.5862
H: 7.6639 -5.6565 3.7147
H: 0.1998 9.5848 -5.1625
H: -2.7458 -0.5033 2.5841
H: 2.5897 -4.2850 -4.9174
H: 2.2156 0.7136 2.3056
H: 2.6321 0.7222 -1.1365
H: -1.3631 -1.7914 -1.7099
H: -1.7365 0.6817 -0.2362
H: 0.0290 2.1104 6.3140
H: -0.8056 -7.7026 -0.5446
H: 6.7397 -5.8298 1.3722
H: 1.4750 -1.3224 3.8656
H: 2.1960 3.7855 1.1382
H: -5.2198 -0.6453 1.9097
H: 1.8354 -6.9217 6.2599
H: -0.0631 -1.8199 -3.7523
H: 0.3863 4.3628 -4.8432
H: -3.5755 2.8597 -4.8664
H: 0.7157 0.2748 -0.4440
H: -3.5603 2.2055 0.2363
H: -2.5492 -7.7246 1.1711
H: 0.2600 -0.5233 -5.8872
H: -6.2469 -0.8127 0.4656
H: -0.9239 -3.9522 3.4027
H: -0.2973 -3.0818 6.1002
H: 1.5733 11.3661 -6.0679
H: -0.6154 -3.3952 0.9391
H: 0.6003 -2.2265 -0.5024
H: -4.5560 3.5904 -6.1508
H: -1.3816 -2.0129 1.6883
H: -4.2154 4.1651 2.8871
H: -0.0671 -7.2336 0.9981
H: 1.0599 -7.0349 4.6710
H: 3.3293 -5.9308 4.6306
H: -2.6589 4.8861 2.5383
H: -2.2358 1.0444 7.0659
H: 0.7087 0.6808 3.6619
H: -0.6676 10.3061 -6.5249
H: 2.6884 -4.6263 5.6419
H: -1.0429 -0.2604 7.0383
H: -0.4836 2.4715 3.2024
H: -3.3579 3.7259 1.4092
H: 4.4219 -6.0177 -4.9840
H: -3.2381 -0.0744 4.0936

Results
Total energy, eV: -332613.60714
E_HOMO, eV: -11.627
Total charge: +1
ΔE to the lowest compared entry with this formula, charge and spin, eV: 0.000
Multiplicity: 1

---

Entry 2:
Below is C33H71N10O8Tl as an isolated structure in a non-equilibrium geometry, with properties calculated with ωB97M-V with the def2-TZVPD basis set.

Geometry (Å):
Tl: 0.2203 -1.8813 0.8688
O: -2.5663 2.1267 0.1406
O: -2.4585 -1.3364 1.8963
O: 3.8004 1.9389 0.2037
O: -0.5010 -3.1585 2.5599
O: 0.2166 -0.5330 -0.6060
O: -0.2960 -3.6355 -0.3016
O: 0.9834 0.1538 2.0768
O: 2.3424 -3.0464 0.5533
N: -1.1956 -0.7200 -3.2380
N: 4.4777 -3.3844 1.2752
N: 2.5743 -1.6045 -2.2545
N: 0.1847 -4.2704 -2.4526
N: 5.3422 2.2643 1.8749
N: 0.4979 1.3696 3.9448
N: -1.1701 -5.3550 2.4988
N: -0.8447 3.5817 0.1707
N: -4.3684 -0.0211 2.3132
N: -1.2491 2.9874 -3.2682
C: 5.8129 -2.8842 1.5094
C: 0.7382 -5.5865 -2.1753
C: 3.5236 -2.6736 0.6556
C: 2.6031 1.8913 -4.7870
C: -2.2406 -0.2262 -3.3235
C: -3.4392 -0.6216 1.5315
C: 3.5443 0.7914 -2.5724
C: -0.2946 -4.4110 2.6531
C: -1.5120 5.5605 -3.7025
C: 0.4487 2.7154 4.6526
C: -0.0791 0.2091 4.7796
C: -3.6384 0.1804 -3.3399
C: -1.6743 4.5118 0.9988
C: 0.7343 1.2494 2.6067
C: 0.5549 3.8817 -0.0581
C: -0.0124 -3.9044 -3.8757
C: -5.8979 -1.0101 -2.7345
C: 6.2622 1.7089 2.8342
C: 2.5990 1.7870 -3.3096
C: -4.2654 -0.0980 3.7718
C: -1.3934 2.3578 -0.1733
C: 3.0282 -0.5808 -2.3787
C: -0.9761 -6.7294 3.1069
C: -1.4090 4.0991 -3.4679
C: -2.5399 -4.9509 2.1717
C: 4.5773 1.5541 1.0449
C: -0.2132 -3.3921 -1.5507
C: 4.3429 -4.7012 1.8288
C: -2.9486 6.0686 -3.5518
C: -4.0252 5.3552 -4.3825
C: -4.4140 -0.8918 -2.5240
C: -5.5008 0.7912 1.7468
C: 5.2174 3.7239 1.8859
H: 3.6572 -4.6705 2.6648
H: 1.8260 -5.5915 -2.3652
H: -3.7175 1.2504 -3.0683
H: 0.5222 -0.9438 -1.4446
H: -1.6532 -6.8372 3.9713
H: -0.4243 -2.3950 -1.9270
H: 3.9136 1.2142 -1.6373
H: 0.9360 2.7204 5.6352
H: -2.9380 -5.5162 1.3520
H: 4.4810 0.6271 -3.1041
H: 0.2074 -0.6986 4.2397
H: 6.0658 -2.1503 0.7413
H: 0.6996 -4.7318 3.0714
H: -4.2101 -0.6547 -1.4572
H: -2.3992 5.0623 0.3821
H: 1.1423 3.8130 0.8472
H: -5.5677 0.6327 0.6621
H: -0.7586 1.6633 -0.7056
H: 0.9809 -3.8107 -4.3762
H: 5.0756 4.1483 2.8991
H: 4.8216 0.4484 1.2374
H: -4.7155 -1.0006 4.1822
H: -6.3579 -0.0525 -2.5383
H: 1.5663 1.6388 -2.9594
H: -6.3642 0.4371 2.3446
H: -3.6383 4.8606 -5.2516
H: 7.1753 2.2910 2.8635
H: 4.4021 3.9952 1.2297
H: -2.5192 -3.8620 1.9572
H: 5.8529 -2.5181 2.5654
H: -6.3911 -1.7023 -2.0468
H: -0.4873 -2.8905 -3.9859
H: -0.5818 -4.6990 -4.3500
H: 6.1648 4.0697 1.4201
H: 6.4712 0.6679 2.5702
H: 0.7300 4.8866 -0.4522
H: -0.0051 -6.8831 3.5615
H: -2.1852 3.9458 1.7947
H: -3.5937 -0.3368 0.5080
H: 0.5058 0.2450 5.7300
H: 0.8776 2.1699 2.0775
H: -4.5238 4.5778 -3.7835
H: -5.2712 1.8119 1.9389
H: -1.1778 0.2366 4.9220
H: -4.0466 -1.8970 -2.7210
H: -2.9255 7.1548 -3.8100
H: -4.7946 0.7968 4.1728
H: 0.5710 -5.9025 -1.1703
H: 5.8671 1.7347 3.8629
H: 3.8447 -1.7179 0.2502
H: 0.3328 -6.3460 -2.8446
H: -0.7937 6.0877 -3.0323
H: -1.2225 5.7939 -4.7475
H: 1.9875 2.7886 -5.0839
H: -3.9427 0.1756 -4.3699
H: 1.0026 3.1198 -0.7145
H: 0.8997 3.4986 4.0557
H: -1.2245 -7.5259 2.4201
H: -1.0362 5.2978 1.5048
H: 6.5264 -3.7292 1.3615
H: 2.1043 1.0300 -5.2234
H: 2.9445 2.7524 -2.8792
H: -3.1346 -5.0844 3.0674
H: -3.1044 6.0223 -2.4676
H: 5.2706 -5.0380 2.2551
H: -6.1273 -1.3235 -3.7499
H: -4.8326 6.0074 -4.6581
H: -0.5961 3.0043 4.8152
H: -3.1974 -0.1070 3.9916
H: 4.0054 -5.3516 1.0251
H: 3.5245 2.0387 -5.3531

Results
Total energy, eV: -71332.09965
E_HOMO, eV: -12.846
Total charge: +2
ΔE to the lowest compared entry with this formula, charge and spin, eV: 0.497
Multiplicity: 1

---

Entry 3:
Below is a 11-piece molecular cluster, C33H71N9O15 overall in a non-equilibrium geometry, with properties calculated with ωB97M-V with the def2-TZVPD basis set.

Geometry (Å):
O: -1.4647 0.1006 -1.7912
O: 5.4832 -2.9951 -2.6350
O: -0.5430 -2.1872 -4.6918
O: 0.1463 0.7205 -0.2949
O: 6.7006 1.6947 -1.8488
O: -2.1040 0.8969 0.1305
O: -2.4547 5.2399 -1.4827
O: 0.2797 1.2145 3.5787
O: 4.1575 2.4751 6.2071
O: -2.2196 -2.9504 3.9823
O: -1.0808 -4.8152 3.3631
O: -2.7946 -4.1331 2.1626
O: 3.0446 -0.8815 0.4650
O: -4.2495 -3.9424 -1.4951
O: 0.9069 2.7127 -3.6605
N: -6.0405 -3.0563 -0.4900
N: 4.6115 -1.2192 -3.7657
N: -3.4611 4.0234 0.0701
N: 2.1561 -0.8387 2.5417
N: -1.0970 3.7416 -3.5281
N: -2.0686 -3.1594 -3.3665
N: -1.9319 0.7904 3.1590
N: 5.6463 0.1646 -0.5559
N: 2.1668 2.9959 5.2764
C: 4.3218 1.6936 -1.8082
C: 0.8830 0.1513 -1.4708
C: 2.5123 0.6740 5.9329
C: 0.5325 3.7474 -1.5876
C: -1.0753 -4.1803 -2.9083
C: 0.1342 3.3509 -3.0123
C: 3.1106 -2.9543 -2.8104
C: -1.2869 -5.8029 2.2906
C: -1.1893 0.5818 -0.5608
C: 4.5072 -2.4413 -3.0897
C: -1.6712 -2.2882 -4.3179
C: -0.2005 0.0009 -2.5222
C: 1.8172 -2.2650 2.5692
C: -3.3824 6.4870 0.3936
C: -2.0933 -5.0750 1.2628
C: 2.6255 4.3835 5.0054
C: -6.3772 -4.0904 -2.6189
C: 2.7521 -0.2849 1.4654
C: -0.8251 0.8630 3.9764
C: -3.0262 5.2405 -0.3970
C: -4.2181 3.7925 1.3313
C: -2.8115 -1.3810 -4.9258
C: -3.2993 0.3607 3.3767
C: -5.4870 -3.7100 -1.4752
C: 5.6812 1.2225 -1.3752
C: -1.1234 0.6203 5.4207
C: -2.0598 -3.8658 3.2646
C: 5.8887 -0.7418 -4.3311
C: 3.0742 1.1991 1.7578
C: -1.2237 3.6086 -4.9583
C: 6.8764 -0.3827 0.0287
C: -5.1897 -2.4728 0.5040
C: 3.0051 2.1122 5.8288
H: -5.0416 4.4522 1.3649
H: -0.1526 0.8551 -3.1762
H: -3.0358 -3.1925 -3.0497
H: 4.7550 -0.2352 -0.3912
H: -3.6647 3.8852 2.2407
H: 3.4416 0.0811 5.9094
H: 2.6319 -2.5689 -1.8815
H: -1.6329 4.3451 -2.9320
H: 1.4578 2.7002 4.6357
H: -0.5921 4.2430 -5.5855
H: 1.8078 0.4348 5.1508
H: -3.7251 0.1727 2.3582
H: 0.5063 4.8300 -1.3304
H: 2.2132 1.6527 2.1608
H: -4.7747 -3.1321 1.2212
H: -0.9519 -0.4256 5.5606
H: 1.5138 3.3996 -1.4263
H: -6.4944 -3.1253 -3.1047
H: -1.7882 -6.6706 2.7511
H: -1.5547 -5.0951 -2.6335
H: 3.2957 1.7907 0.8688
H: 6.6493 -0.5826 -3.5844
H: 2.4062 -2.7542 -3.6440
H: -5.9960 -4.8472 -3.2659
H: -4.4186 6.3650 0.7876
H: 1.3366 -0.7546 -1.0695
H: -7.3941 -4.2846 -2.2665
H: 6.3024 -1.5373 -4.9942
H: -5.9145 -1.7694 1.0074
H: -0.4527 1.2105 6.0538
H: -0.3612 -6.2016 1.9671
H: -0.1075 -0.9192 -3.0603
H: -4.4203 -1.8160 0.1255
H: 3.9963 1.2933 -2.7785
H: -0.4400 -4.4186 -3.7370
H: 1.5056 -0.2657 3.0904
H: -3.1334 3.2500 -0.5067
H: -3.4021 7.3083 -0.2831
H: 3.2798 4.4519 4.1569
H: -3.5791 -0.9952 -4.2691
H: 1.7703 4.9542 4.8165
H: 1.9524 0.4837 6.8794
H: 3.8949 -1.0199 -4.4518
H: 0.8807 -2.5756 2.0468
H: 7.0990 0.0370 1.0452
H: 0.0118 3.2941 -0.7404
H: -3.8553 1.1478 3.8055
H: -1.5123 -4.4825 0.5201
H: 5.6826 0.1748 -4.9171
H: -3.2940 -0.5006 4.0874
H: -3.3009 -1.9345 -5.7423
H: 3.2524 -4.0187 -2.7021
H: 6.7079 -1.4652 0.1247
H: 1.5953 0.9417 -1.7633
H: -2.2982 -0.4953 -5.2689
H: 2.7009 -2.7998 2.1836
H: -2.9053 -5.6631 0.7652
H: -0.4460 -3.8769 -2.0531
H: -2.2142 3.8762 -5.3233
H: 4.3701 2.7639 -2.0243
H: 7.6966 -0.2302 -0.7016
H: -2.6576 6.5994 1.1665
H: 3.4720 1.5388 -1.1155
H: -1.5735 0.9401 2.1771
H: -1.1654 2.5331 -5.2122
H: 1.7038 -2.6643 3.6219
H: -2.1832 0.7885 5.6093
H: 3.9044 1.2340 2.4115
H: -4.5297 2.7762 1.3279
H: 3.2375 4.7921 5.8921
H: -7.0398 -3.0244 -0.4749

Results
Total energy, eV: -79499.27967
Structure (SMILES): O=C1OCCO1.O=C1OCCO1.CNC(C)=O.CNC(C)=O.CNC(C)=O.CNC(C)=O.CNC(C)=O.CNC(C)=O.CNC(C)=O.CNC(C)=O.CNC(C)=O
E_HOMO, eV: -8.712
Total charge: 0
Multiplicity: 1